110
Properties=species:S:1:pos:R:3 method="wB97M-V/def2-TZVPD" total_charge=+2 relative_energy_kj_mol=162.99 energy_ha=-3308.22062
H -2.67 2.47 2.43
H 3.42 1.31 -4.75
H -3.27 5.10 -2.67
H -5.44 5.08 -1.55
H -4.07 -0.20 0.11
H -0.30 5.16 -1.10
H 5.81 1.34 -4.27
H 3.73 -0.78 2.84
H -0.41 3.27 3.26
C -3.73 2.24 2.57
H -2.80 -1.78 2.91
H 3.24 -5.64 -2.05
C 4.67 0.72 -1.14
H 6.63 1.01 -1.97
H 0.59 5.31 2.92
H -2.11 -3.39 3.09
C -0.47 -2.19 -4.29
C -3.80 0.17 1.10
C -2.67 2.55 -0.50
H 0.51 4.91 -2.66
H -0.09 -1.19 5.31
N -0.12 2.59 2.59
C 1.25 -2.98 -1.41
C -1.35 3.18 -3.75
H -1.04 -2.69 5.31
S -1.52 -2.64 -1.61
C 0.41 -4.60 3.14
H -1.84 -1.14 5.09
N -0.47 1.24 2.75
H -4.28 -0.48 1.84
C -4.91 3.44 -0.26
C 3.31 0.68 -1.41
H -2.06 3.87 -4.20
C -3.94 2.53 0.12
H -0.44 -4.26 3.73
C -1.90 -2.38 2.73
H -2.71 0.08 1.21
O 0.50 0.19 -1.80
C 3.76 1.13 -3.74
H 5.03 0.59 -0.13
H -0.93 5.07 1.97
C -4.27 1.61 1.28
P 0.71 -1.90 2.66
C -1.47 -1.74 -3.22
N -0.77 -1.76 3.41
C 0.15 5.22 1.92
O 0.78 4.17 1.18
H 1.13 -5.06 3.82
H -4.25 3.18 2.76
C -3.45 4.38 -1.89
H -5.88 3.42 0.23
C -0.46 4.91 -2.15
H -1.03 -5.36 -2.18
H 1.64 0.34 -5.13
H -5.36 1.57 1.36
C 5.11 1.15 -3.47
C -0.93 -1.70 4.86
H -1.32 -0.71 -2.92
O 0.72 -1.12 1.37
N 1.84 -1.23 3.69
H -2.49 -1.84 -3.60
H 3.30 -2.51 4.54
H 1.52 -1.96 -5.04
C -0.06 -4.91 -2.00
Y -0.41 0.32 0.16
H 0.06 -5.37 2.44
C 0.86 -0.01 -4.46
O -1.69 1.73 -0.08
H 2.27 -4.63 1.16
H -0.42 3.24 -4.31
H 1.63 -2.83 5.04
H 1.04 -6.70 -2.42
C -4.68 4.37 -1.26
C 2.86 0.88 -2.71
C 2.82 -0.28 3.17
H 2.49 -1.42 5.67
C 0.02 -3.57 -1.66
H -1.08 5.69 -2.60
H 2.61 0.51 -0.61
H 3.02 -4.13 2.68
O -1.39 -1.53 -0.59
C 2.34 -3.82 1.88
C 0.91 -1.52 -4.25
C -2.45 3.49 -1.54
H -0.92 -1.98 -5.27
H -0.10 0.32 -4.87
H 2.76 -2.95 1.38
H 0.15 0.78 3.42
C 5.57 0.96 -2.17
H -1.72 -2.42 1.66
O 1.00 2.03 0.72
H -1.76 2.17 -3.85
C -1.13 3.54 -2.28
C 2.34 -2.05 4.79
H 0.36 6.13 1.36
H 1.30 -1.94 -1.11
H 3.09 0.42 3.97
H -1.42 1.17 3.08
H 2.39 0.28 2.34
H -3.87 1.60 3.44
C 2.41 -3.72 -1.58
C 0.56 2.91 1.46
H 3.38 -3.26 -1.43
H 1.41 -1.74 -3.32
S 1.08 1.02 -2.95
H -0.47 2.81 -1.81
C 2.33 -5.06 -1.94
C 1.10 -5.66 -2.14
N 1.01 -3.51 2.39
H -0.34 -3.28 -4.24